# 1
The molecule C22H30N2O4. Source: the OMol25 dataset; level of theory: the ωB97M-V functional and the def2-TZVPD basis.

Last column: Löwdin charge in e.
Geometry (Å):
1 C 5.026 1.532 -3.399  -0.09
2 O 4.540 0.613 -2.454  -0.08
3 C 3.593 -0.291 -2.841  -0.26
4 C 3.166 -1.173 -1.853  0.02
5 C 2.208 -2.134 -2.133  -0.21
6 C 1.699 -3.045 -1.041  -0.15
7 N 0.566 -2.524 -0.291  -0.16
8 C -0.629 -2.328 -1.088  -0.18
9 C -1.802 -2.018 -0.162  -0.18
10 N -1.523 -0.810 0.589  -0.17
11 C -2.646 -0.415 1.425  -0.14
12 C -2.428 0.963 1.992  -0.14
13 C -2.011 1.977 1.141  -0.05
14 C -1.804 3.251 1.623  -0.08
15 C -1.998 3.518 2.968  -0.03
16 C -2.398 2.519 3.845  -0.19
17 O -2.559 2.731 5.194  -0.12
18 C -2.350 4.023 5.705  -0.09
19 C -2.636 1.222 3.350  -0.15
20 O -3.029 0.147 4.103  -0.08
21 C -3.737 0.329 5.308  -0.07
22 C -0.319 -1.004 1.375  -0.17
23 C 0.854 -1.313 0.452  -0.18
24 C 1.681 -2.213 -3.413  0.02
25 C 2.104 -1.336 -4.407  -0.26
26 O 1.523 -1.507 -5.630  -0.08
27 C 1.910 -0.666 -6.688  -0.09
28 C 3.061 -0.367 -4.123  0.04
29 H 5.513 1.028 -4.241  0.10
30 H 4.230 2.184 -3.776  0.10
31 H 5.762 2.137 -2.871  0.09
32 H 3.604 -1.091 -0.871  0.12
33 H 2.498 -3.238 -0.319  0.12
34 H 1.386 -4.000 -1.473  0.12
35 H -0.836 -3.246 -1.642  0.12
36 H -0.514 -1.498 -1.805  0.13
37 H -2.704 -1.862 -0.759  0.12
38 H -1.968 -2.882 0.507  0.13
39 H -2.820 -1.132 2.242  0.13
40 H -3.539 -0.396 0.791  0.13
41 H -1.848 1.738 0.103  0.11
42 H -1.487 4.044 0.964  0.10
43 H -1.820 4.517 3.332  0.10
44 H -1.319 4.358 5.551  0.10
45 H -3.040 4.750 5.263  0.10
46 H -2.546 3.946 6.774  0.09
47 H -4.157 -0.650 5.542  0.09
48 H -3.083 0.648 6.122  0.09
49 H -4.548 1.052 5.193  0.10
50 H -0.118 -0.087 1.933  0.12
51 H -0.442 -1.834 2.093  0.13
52 H 1.754 -1.474 1.049  0.12
53 H 1.020 -0.450 -0.215  0.13
54 H 0.943 -2.956 -3.667  0.12
55 H 1.680 0.383 -6.475  0.10
56 H 1.329 -0.992 -7.550  0.09
57 H 2.977 -0.767 -6.915  0.10
58 H 3.390 0.313 -4.890  0.09

Force components x, y, z for each atom (eV/Å):
0.08 0.15 -0.16
-0.20 -0.27 0.12
-0.08 -0.18 0.24
0.15 0.14 -0.08
0.09 0.11 -0.16
-0.04 -0.03 0.06
0.01 -0.02 0.00
-0.29 -0.06 0.13
0.05 -0.03 -0.28
-0.05 -0.05 -0.01
-0.03 -0.12 0.04
-0.11 0.04 0.29
-0.03 0.09 0.08
0.00 -0.04 -0.08
-0.02 0.04 0.20
-0.03 0.04 0.17
0.03 -0.38 -0.38
0.04 0.20 0.09
-0.07 -0.03 -0.16
0.38 0.24 -0.25
-0.24 -0.11 0.43
0.30 0.10 -0.07
-0.15 0.05 0.29
0.02 0.05 -0.21
-0.12 -0.20 0.20
0.00 -0.13 0.33
0.07 0.15 -0.17
0.12 0.25 -0.29
-0.03 0.02 0.03
0.03 -0.04 0.00
-0.04 -0.01 -0.08
0.06 0.01 0.16
0.00 -0.05 -0.08
0.09 0.01 0.01
0.00 0.01 -0.05
-0.04 -0.08 0.00
0.00 -0.03 0.03
-0.02 0.03 -0.04
-0.03 0.02 -0.16
0.01 -0.07 0.07
0.04 -0.03 -0.14
0.03 0.07 -0.06
0.00 0.07 0.09
-0.05 0.00 -0.01
0.04 -0.02 0.00
0.03 0.07 -0.07
-0.01 0.08 0.00
-0.12 -0.05 -0.09
0.03 -0.02 0.01
0.04 -0.05 0.02
0.00 0.05 0.00
0.03 0.04 -0.01
0.04 -0.03 0.07
-0.12 -0.12 -0.03
0.02 -0.04 0.00
0.06 0.06 0.03
-0.04 0.02 0.02
0.03 0.06 -0.07

As for the highest occupied orbital energy: -8.04 eV. Its SMILES is COc1cc(CN2CCN(Cc3cccc(OC)c3OC)CC2)cc(OC)c1. Its gap between HOMO and LUMO is 8.812 eV. As for the spin multiplicity: 1.

=====

# 2
The molecule C22H30N2O5S in a non-equilibrium geometry. Source: the OMol25 dataset; level of theory: the ωB97M-V functional and the def2-TZVPD basis.

Last column: Löwdin charge in e.
Geometry (Å):
1 C 0.290 -6.352 1.852  -0.08
2 H 0.775 -6.181 2.818  0.10
3 O -0.904 -5.621 1.733  -0.11
4 C -0.849 -4.252 1.759  -0.18
5 C 0.332 -3.544 1.955  -0.01
6 C 0.350 -2.165 2.016  -0.02
7 C -0.837 -1.454 1.876  -0.14
8 C -2.022 -2.148 1.658  0.07
9 C -2.053 -3.533 1.592  -0.18
10 O -3.293 -4.065 1.408  -0.06
11 C -3.452 -5.364 0.881  -0.07
12 H -3.206 -6.135 1.615  0.09
13 H -4.507 -5.437 0.618  0.09
14 H -2.845 -5.511 -0.015  0.10
15 H -2.940 -1.603 1.522  0.13
16 C -0.853 -0.013 1.917  -0.28
17 N -1.886 0.755 1.733  0.20
18 C -1.412 2.035 1.808  -0.31
19 C -0.065 1.994 2.043  -0.25
20 O 0.287 0.686 2.123  0.11
21 C 0.957 3.055 2.227  0.01
22 H 0.888 3.486 3.227  0.09
23 H 0.802 3.845 1.497  0.07
24 H 1.950 2.633 2.099  0.09
25 C -2.278 3.193 1.547  -0.23
26 H -1.954 4.079 2.089  0.10
27 H -3.320 2.968 1.758  0.10
28 S -2.202 3.661 -0.260  0.97
29 O -0.774 3.919 -0.537  -0.55
30 C -2.623 2.005 -0.967  -0.21
31 C -1.562 0.911 -1.138  -0.55
32 O -1.911 -0.246 -1.247  0.06
33 N -0.300 1.342 -1.230  0.12
34 H -0.108 2.333 -1.120  0.08
35 C 0.797 0.471 -1.596  -0.29
36 C 1.107 0.610 -3.093  -0.13
37 C 1.663 1.994 -3.416  -0.17
38 C 2.924 2.285 -2.602  -0.39
39 C 3.473 3.671 -2.929  -0.07
40 H 3.706 3.751 -3.989  0.07
41 H 2.739 4.435 -2.680  0.08
42 H 4.380 3.868 -2.362  0.07
43 C 2.608 2.166 -1.111  -0.17
44 C 2.047 0.786 -0.775  -0.13
45 H 2.799 0.026 -0.997  0.12
46 H 1.813 0.721 0.287  0.09
47 H 1.891 2.943 -0.836  0.11
48 H 3.517 2.338 -0.529  0.12
49 H 3.684 1.536 -2.859  0.14
50 H 0.911 2.755 -3.196  0.12
51 H 1.890 2.054 -4.483  0.12
52 H 1.837 -0.153 -3.370  0.12
53 H 0.195 0.426 -3.664  0.12
54 H 0.459 -0.552 -1.388  0.15
55 H -3.437 1.601 -0.369  0.09
56 H -3.006 2.224 -1.967  0.09
57 H 1.281 -1.644 2.172  0.12
58 H 1.263 -4.076 2.074  0.10
59 H 0.991 -6.117 1.044  0.10
60 H -0.003 -7.398 1.779  0.10

Force components x, y, z for each atom (eV/Å):
0.19 -0.12 0.03
-0.01 0.01 -0.05
-0.31 0.43 0.01
-0.05 -0.08 -0.02
0.01 -0.23 -0.02
-0.20 0.20 -0.01
0.36 -0.64 0.03
0.20 -0.13 0.01
0.11 0.12 0.01
0.17 0.23 0.27
-0.19 -0.42 -0.16
-0.05 0.09 -0.11
0.08 -0.01 -0.02
-0.02 0.00 0.03
-0.16 0.04 -0.05
-0.79 0.79 -0.16
-0.01 -0.79 0.11
1.12 0.08 0.35
-0.91 0.60 -0.14
0.13 -0.23 0.09
-0.04 -0.19 0.08
0.09 0.01 0.06
0.04 0.02 -0.05
0.12 0.05 -0.03
0.14 0.06 -0.69
-0.09 0.13 -0.11
-0.11 0.03 0.10
-0.98 -0.74 0.61
0.98 0.54 -0.22
-0.10 0.30 0.06
-0.12 0.35 0.12
-0.23 -0.26 -0.16
0.57 0.17 -0.02
-0.28 -0.05 0.09
0.10 -0.57 -0.13
-0.18 0.10 0.09
0.28 -0.36 0.00
-0.16 0.43 0.02
0.02 -0.32 0.02
0.04 0.07 -0.12
-0.09 0.12 0.03
0.11 0.09 0.05
0.23 -0.37 -0.17
-0.18 0.14 0.07
0.04 -0.04 0.00
0.02 -0.09 0.00
-0.04 0.16 0.07
-0.01 0.10 0.05
-0.01 -0.04 0.02
-0.06 0.13 -0.03
-0.05 0.09 -0.03
0.03 -0.06 -0.05
0.00 -0.09 -0.01
0.10 0.18 -0.04
-0.03 -0.04 0.00
-0.01 0.02 0.05
0.09 0.04 0.02
0.05 -0.09 0.01
-0.02 0.01 0.04
0.08 0.06 0.01

As for the highest occupied orbital energy: -7.70 eV. Its gap between HOMO and LUMO is 8.359 eV. As for the spin multiplicity: 1.

=====

Number 1: lowest unoccupied orbital energy 0.8 eV. Number 2: lowest unoccupied orbital energy 0.7 eV.